Entry 1:
An isolated molecule of C4H9NO2 at a distorted geometry, computed with ωB97M-V with the def2-TZVPD basis set.

Geometry as ORCA input:
```
! wB97M-V def2-TZVPD RIJCOSX def2/J DEFGRID3
* xyz 0 3
C 1.79 -0.61 -1.02
C -2.20 0.72 -0.62
C 0.93 -0.17 1.12
C -0.52 -0.26 0.71
N 1.97 0.11 0.01
O 2.78 1.02 0.24
O -0.91 0.93 0.03
H 2.24 -0.52 -1.98
H 0.89 -1.16 -1.05
H -2.28 1.52 -1.29
H -2.98 0.62 0.10
H -2.25 -0.30 -1.21
H 1.04 0.75 1.69
H 1.31 -1.04 1.70
H -1.12 -0.54 1.61
H -0.69 -1.06 -0.04
*
```

- ΔE to the lowest compared entry with this formula, charge and spin: 1.130 eV
- Gap between HOMO and LUMO (spin up / spin down): 0.2476 / 0.3233 Eh


Entry 2:
C24H35N8O4PbSSe as an isolated structure, computed with ωB97M-V with the def2-TZVPD basis set.

Geometry as ORCA input:
```
! wB97M-V def2-TZVPD RIJCOSX def2/J DEFGRID3
* xyz 1 1
Pb 1.69 -0.01 -1.36
C 0.43 4.50 0.07
C 1.15 3.33 -0.53
N 0.55 2.28 -0.95
N -0.81 2.25 -0.71
C -1.60 1.36 -1.37
N -2.85 1.28 -0.92
S -1.06 0.45 -2.67
C 2.64 3.33 -0.63
C 3.41 4.44 -0.29
C 4.79 4.37 -0.42
C 5.37 3.20 -0.86
C 4.53 2.13 -1.15
N 3.21 2.20 -1.03
H -0.54 4.62 -0.41
H 0.99 5.42 -0.05
H 0.27 4.32 1.14
H -1.02 2.41 0.28
H -3.15 1.82 -0.12
H -3.45 0.54 -1.25
H 2.95 5.36 0.06
H 5.40 5.23 -0.17
H 6.44 3.10 -0.97
H 4.93 1.18 -1.48
C 4.73 1.65 2.65
C 4.74 0.14 2.84
C 3.33 -0.50 2.78
C 3.42 -2.01 3.06
C 2.08 -2.72 2.94
C 2.48 0.15 3.85
O 2.72 0.03 5.03
N 1.42 0.91 3.42
C 1.01 1.10 2.11
O 0.04 1.82 1.91
N 1.70 0.48 1.12
C 2.78 -0.29 1.38
O 3.34 -0.85 0.43
H 5.74 2.04 2.64
H 4.20 2.16 3.46
H 4.25 1.94 1.71
H 5.16 -0.11 3.82
H 5.34 -0.34 2.08
H 3.82 -2.12 4.07
H 4.14 -2.43 2.36
H 1.34 -2.31 3.62
H 2.19 -3.78 3.18
H 1.70 -2.66 1.92
H 0.86 1.37 4.13
C -1.14 -3.66 -0.80
O -0.11 -2.65 -1.04
C -0.08 -1.54 -0.40
C -1.08 -1.32 0.67
H -1.10 -3.98 0.24
H -0.88 -4.48 -1.46
H -2.11 -3.25 -1.05
H -2.09 -1.56 0.35
H -1.03 -0.30 1.04
H -0.82 -1.99 1.50
C -4.24 -1.14 -4.34
N -5.36 -1.91 -3.82
C -6.36 -2.46 -4.60
C -7.22 -3.07 -3.76
N -6.73 -2.89 -2.48
C -7.36 -3.38 -1.26
C -5.59 -2.17 -2.52
Se -4.61 -1.66 -1.03
H -4.58 -0.18 -4.72
H -3.76 -1.70 -5.15
H -3.52 -0.98 -3.54
H -6.36 -2.36 -5.67
H -8.12 -3.62 -3.96
H -8.26 -3.92 -1.54
H -7.61 -2.54 -0.62
H -6.68 -4.03 -0.73
*
```

- ΔE to the lowest compared entry with this formula, charge and spin: 0.000 eV
- Gap between HOMO and LUMO: 0.2611 Eh


Entry 3:
A 2-piece molecular cluster, C19H17F3O2 overall at a distorted geometry, computed with ωB97M-V with the def2-TZVPD basis set.

Geometry as ORCA input:
```
! wB97M-V def2-TZVPD RIJCOSX def2/J DEFGRID3
* xyz 0 1
C -0.16 2.62 -1.02
C -0.76 1.88 0.12
C -2.03 1.28 -0.16
C -2.79 0.48 0.84
O -2.53 1.43 -1.27
C -0.11 1.77 1.40
C 1.12 2.55 1.74
O -0.56 1.04 2.28
H 0.75 3.16 -0.78
H 0.06 1.93 -1.83
H -0.89 3.35 -1.40
H -2.34 0.53 1.83
H -3.81 0.85 0.90
H -2.82 -0.56 0.53
H 1.52 3.12 0.90
H 0.89 3.25 2.54
H 1.90 1.88 2.09
F -6.15 5.17 -2.07
C -4.90 5.43 -1.62
C -4.04 6.21 -2.37
C -2.76 6.49 -1.92
F -1.92 7.25 -2.66
C -2.35 5.99 -0.71
C -3.19 5.19 0.09
C -2.66 4.74 1.32
C -3.19 4.01 2.41
C -2.34 3.79 3.51
C -2.76 3.11 4.62
C -4.04 2.62 4.69
C -4.92 2.82 3.63
F -6.18 2.33 3.69
C -4.50 3.51 2.52
C -4.48 4.92 -0.41
H -4.36 6.60 -3.32
H -1.37 6.23 -0.36
H -1.63 5.03 1.47
H -1.34 4.19 3.48
H -2.08 2.96 5.45
H -4.39 2.07 5.55
H -5.23 3.66 1.75
H -5.17 4.29 0.11
*
```

- Gap between HOMO and LUMO: 0.1411 Eh